(1)
9
Properties=species:S:1:pos:R:3 method="wB97M-V/def2-TZVPD" total_energy_ha=-1327.208697
C 1.07 0.23 0.12
C 1.26 -1.17 0.03
N -0.02 0.85 0.12
S -0.07 -2.15 -0.06
S -2.88 1.33 -0.04
S -1.73 -0.46 -0.02
H 1.97 0.85 0.17
H 2.24 -1.60 0.00
H -1.84 2.11 -0.32



(2)
10
Properties=species:S:1:pos:R:3 method="wB97M-V/def2-TZVPD" total_energy_ha=-1725.472435 smiles="S=c1cnss1.S"
S 2.05 -0.36 0.07
C 0.62 -0.82 -0.43
C -0.24 -1.84 0.14
N -1.48 -1.90 -0.21
S -2.06 -0.85 -1.30
S -0.35 0.24 -1.55
H -0.01 -2.65 0.79
S 1.03 2.99 0.66
H -0.23 3.45 0.92
H 0.66 1.75 0.90



(3)
7
Properties=species:S:1:pos:R:3 method="wB97M-V/def2-TZVPD" total_energy_ha=-227.932980 total_charge=+1
C -0.57 -0.49 0.26
C 0.25 0.66 -0.21
O 1.43 0.18 0.40
O 0.67 -0.60 -0.45
H -0.39 -0.66 1.24
H -1.49 -0.67 -0.41
H 0.11 1.57 -0.82



(4)
7
Properties=species:S:1:pos:R:3 method="wB97M-V/def2-TZVPD" total_energy_ha=-228.114084 total_charge=+1
C -1.11 -0.34 0.00
C 1.13 0.52 -0.05
O -0.42 0.64 -0.13
O 1.61 -0.54 -0.13
H -2.15 -0.39 0.30
H -0.58 -1.33 -0.12
H 1.53 1.43 0.13